16
Properties=species:S:1:pos:R:3:forces:R:3 method="wB97M-V/def2-TZVPD" total_charge=0 multiplicity=1 e_tot_ev=-8866.8239 e_above_lowest_ev=2.3887 largest_force_ev_per_a=6.8 gap_ev=10.38 lumo_energy_ha=0.0270 smiles="C=C(C)C.N=C=O"
C -1.092251 -2.630090 -1.939943 0.750 -2.233 -1.423
C 0.800810 -0.737874 -0.539442 1.516 -0.631 1.021
C 0.345608 0.321456 0.124406 1.164 -0.376 2.438
C -0.607434 1.259744 -0.476368 -0.263 2.498 0.719
C 0.754916 0.514465 1.593319 2.547 0.374 -0.734
N -1.653050 -2.349385 -0.952636 -2.031 4.015 5.050
O -0.656587 -3.261596 -2.803923 0.936 0.123 -1.773
H 0.338566 -0.905788 -1.479555 0.390 -0.199 -0.971
H 1.616909 -1.477626 -0.172159 -1.755 1.439 -0.529
H -1.603561 1.261750 0.047664 0.743 -0.169 -0.703
H -0.618156 0.932165 -1.498576 -0.875 0.554 -0.751
H -0.251379 2.397959 -0.389520 -0.547 -2.504 -0.327
H 0.687058 1.493637 2.037157 -0.353 0.917 -0.578
H 1.892420 0.325252 1.694054 -1.912 -0.370 0.059
H 0.152408 -0.048564 2.266312 -0.196 -1.108 0.412
H -1.560041 -1.486674 -0.304704 -0.114 -2.329 -1.910